one) DFT (ωB97M-V/def2-TZVPD) results for a structure of composition AgH16O8.

Its multiplicity is 2. The gap between HOMO and LUMO (alpha / beta) comes out at 0.35351 / 0.07929 Eh. Its charge is +2.

Each line ends with the natural charge from an NBO analysis.
Cartesian coordinates (Å):
H 0.0501 3.8410 -2.1293  0.49
Ag -0.0584 -0.1438 0.0479  0.99
H 0.4131 -4.6937 0.2577  0.49
H -2.3468 3.3023 2.0891  0.49
H 1.1512 -1.7247 3.9989  0.49
H -4.5595 -0.6001 0.1683  0.49
H -1.3542 -2.0072 -3.9768  0.49
O -1.8019 2.5192 2.1671  -0.89
O 3.4553 -0.9113 -1.6464  -0.81
H 2.8621 3.3651 2.4018  0.49
H -1.0804 -4.5443 0.4554  0.49
H -1.7501 2.3555 3.1087  0.48
O -3.8661 -1.2476 0.0416  -0.85
H 4.1457 -0.3981 -2.0661  0.49
H 3.3632 3.2599 0.9771  0.49
O -0.2116 2.9462 -2.3461  -0.89
H 3.4154 -1.7212 -2.1550  0.49
H -4.3295 -2.0798 -0.0537  0.49
O 2.8343 2.8005 1.6293  -0.74
O -0.2947 -4.0502 0.2214  -0.88
O -0.8294 -1.3239 -3.5599  -0.86
O 0.8594 -0.9099 3.5901  -0.89
H -0.4409 -0.8410 -4.2894  0.48
H -0.7270 3.0345 -3.1479  0.49
H 1.1008 -0.2273 4.2162  0.48

two) DFT (ωB97M-V/def2-TZVPD) results for a structure of composition AgH16O8.

Its multiplicity is 2. The gap between HOMO and LUMO (alpha / beta) comes out at 0.44320 / 0.27123 Eh. Its charge is +2.

Each line ends with the natural charge from an NBO analysis.
Cartesian coordinates (Å):
H 1.4998 -1.6259 -2.0836  0.51
O 1.4369 -1.5127 -1.1237  -0.98
O -1.5436 -1.3141 -0.7229  -0.96
O -0.9837 2.0371 -0.0122  -0.97
O 1.9596 1.3979 -0.6626  -1.00
H -0.3352 -0.1877 -3.4205  0.49
H 1.0708 -2.5347 1.4832  0.51
H 2.6502 1.8735 -0.1782  0.51
O 1.0430 0.8295 1.9715  -0.97
H -1.3149 -2.2560 -0.7298  0.52
H -1.1728 2.6413 0.7223  0.52
H 2.3449 -1.6331 -0.8018  0.51
H 1.2534 0.3414 2.7840  0.53
O 0.3130 -1.9289 1.5163  -0.98
H 2.2317 1.4124 -1.5930  0.51
H -0.9744 1.1508 -3.1096  0.49
H -2.7762 0.3592 1.8255  0.50
H -1.0937 2.5375 -0.8349  0.52
H 1.2447 1.7667 2.1156  0.52
H -0.4431 -2.4591 1.8158  0.52
H -1.8304 -0.2094 2.8922  0.50
O -1.8951 -0.0260 1.9434  -0.99
H -2.3873 -1.2038 -1.1862  0.53
O -0.3464 0.5081 -2.7474  -0.98
Ag 0.0486 0.0361 0.1364  1.62

three) DFT (ωB97M-V/def2-TZVPD) results for a structure of composition AgH16O8.

Its multiplicity is 2. The gap between HOMO and LUMO (alpha / beta) comes out at 0.45194 / 0.27239 Eh. Its charge is +2.

Each line ends with the natural charge from an NBO analysis.
Cartesian coordinates (Å):
O -0.3401 -2.2862 0.1150  -0.98
H 2.5112 -1.4182 1.5579  0.51
H -1.9586 -1.0980 -1.7051  0.50
O 2.1065 -0.9786 0.8101  -0.98
H -2.6556 0.1638 -1.2426  0.51
H 1.3660 2.7722 0.3091  0.52
H 2.5524 1.8326 0.3498  0.52
H -0.0164 -3.1513 0.3662  0.52
H -0.9718 2.5101 -1.8510  0.50
Ag 0.0790 0.0943 0.2311  1.64
H -2.0096 1.5585 1.9567  0.53
H 1.7377 0.0862 -2.2474  0.52
H 2.3721 -1.5000 0.0526  0.50
O -1.9324 -0.4245 -1.0255  -0.98
H -1.2578 -2.4310 -0.1155  0.50
O 1.5966 1.8432 0.3001  -0.95
H -0.9625 -1.2019 2.7187  0.50
H -1.8638 2.0731 0.5405  0.50
H -0.5934 1.1854 -2.4785  0.50
H 0.0814 -0.3053 3.3498  0.51
O 1.2374 -0.5240 -1.7055  -0.97
O -0.4671 1.7129 -1.6899  -0.98
H 1.1612 -1.3136 -2.2412  0.52
O -1.5289 1.4087 1.1427  -0.96
O -0.2435 -0.6084 2.5020  -0.99

The structure with the least stability is one).

one) DFT (ωB97M-V/def2-TZVPD) results for a cluster of 7 separate species, C4H25N3O6 in total.

Its multiplicity is 1. The gap between HOMO and LUMO comes out at 0.33409 Eh. The SMILES is CNCCNCN.O.O.O.O.O.O.

Each line ends with the natural charge from an NBO analysis.
Cartesian coordinates (Å):
H -0.4201 2.7441 -3.8082  0.47
N -1.0776 -0.9654 -1.4709  -0.67
H -0.5179 -0.3780 -2.0831  0.37
H -3.3868 0.8101 2.1031  0.49
N 3.0708 -1.4095 1.5203  -0.90
C -0.2885 -2.1173 -0.9335  -0.23
O -1.1497 2.2532 -4.2134  -0.93
O -0.0841 2.2198 1.6586  -1.00
C 2.8635 -1.1607 0.1043  -0.06
H 1.6273 3.4055 0.8412  0.49
H 3.5724 -0.7186 2.0691  0.38
H 0.4979 -2.4102 -1.5855  0.19
H -0.2376 1.4014 2.1975  0.51
C -2.2652 -1.3521 -2.2134  -0.43
H -0.2209 -0.7166 2.9117  0.48
O -2.5842 0.3701 1.8092  -0.97
N 1.4970 -0.6244 -0.0701  -0.63
H -1.4512 0.1797 3.1921  0.50
H -0.4143 -0.7781 0.7194  0.20
H -2.7539 -2.2127 -1.8031  0.20
O -0.4771 0.1059 3.3446  -0.96
H 3.2940 -2.3409 1.8372  0.38
O 2.3881 2.8293 0.7605  -0.95
H 0.5706 -2.2071 1.0727  0.17
H -0.3502 2.0048 -0.1074  0.50
H 1.4890 0.1404 0.5911  0.34
H -0.9302 -2.9457 -0.5772  0.20
H 2.1687 1.9049 0.8010  0.46
O -0.8015 2.1240 -0.9762  -0.99
H -1.2928 1.3049 -1.1279  0.46
H -0.7570 2.8464 1.9662  0.48
H -2.3011 0.7617 0.9731  0.50
H 2.9172 -2.1490 -0.4118  0.18
C 0.3683 -1.4288 0.3252  -0.23
H -2.9534 -0.5481 -2.3962  0.20
H 3.5824 -0.4719 -0.3189  0.20
H -1.1478 1.5234 -3.5814  0.46
H -2.0438 -1.9946 -3.1198  0.17

two) DFT (ωB97M-V/def2-TZVPD) results for a cluster of 7 separate species, C4H25N3O6 in total.

Its multiplicity is 1. The gap between HOMO and LUMO comes out at 0.32663 Eh. The SMILES is NCCNCCN.O.O.O.O.O.O.

Each line ends with the natural charge from an NBO analysis.
Cartesian coordinates (Å):
H 0.9002 -1.4061 -2.5541  0.22
H 2.0188 -1.5074 -1.0119  0.19
H -1.5239 0.4805 -1.4266  0.37
H 0.5144 -3.4954 -1.7489  0.37
H -3.1182 0.0055 -0.2915  0.48
H -0.5772 -0.8961 0.2419  0.18
H 0.5727 -3.1484 -0.1007  0.36
O 1.4905 -3.1135 2.6777  -0.97
O 3.0856 2.1885 2.3603  -0.91
O -3.4288 0.8427 -0.0102  -0.95
C -0.8937 2.2561 0.7747  -0.31
H 0.5541 1.1238 1.7957  0.36
H 0.9133 2.1344 -0.7554  0.18
H 2.3263 1.6863 -3.1918  0.48
H 0.2811 -0.9022 3.9424  0.48
H 2.3670 1.7855 2.6913  0.45
H -4.3221 0.8539 0.2411  0.48
N -0.5310 0.7514 -1.2629  -0.68
H 0.8201 1.0458 -3.0436  0.49
H 1.2693 -3.4616 1.8341  0.46
H 2.7180 3.0655 2.1259  0.46
O 0.0532 -0.7332 2.9380  -0.94
C -0.3009 2.0500 -0.6545  -0.23
O -2.2702 -2.0830 -2.7314  -0.97
H -1.4189 3.3046 0.9090  0.20
O 1.5233 1.3016 -3.6544  -0.98
H 0.3189 2.6038 2.2979  0.33
H -1.4640 -2.2922 -2.2841  0.48
H 1.2209 -2.1394 2.7350  0.49
H 0.9341 0.0098 0.0773  0.19
H -1.9600 1.7787 0.8101  0.24
C 0.2140 -0.4522 -0.5944  -0.24
H -0.7422 2.8261 -1.2721  0.21
N 0.2827 -2.8448 -1.0459  -0.86
H -2.0775 -1.4713 -3.5148  0.48
N -0.1860 1.8018 1.9389  -0.84
H -0.8718 -0.9252 2.9319  0.49
C 0.9404 -1.5610 -1.4407  -0.26

The structure with the least stability is two).

one) DFT (ωB97M-V/def2-TZVPD) results for a cluster of 2 separate species, C5H7NOS in total.

Its multiplicity is 1. The gap between HOMO and LUMO comes out at 0.35977 Eh.

Each line ends with the natural charge from an NBO analysis.
Cartesian coordinates (Å):
H 3.4582 0.8300 -0.3303  0.24
H -2.1430 -2.1452 -0.9908  0.42
C -1.9860 -0.1367 0.3982  0.45
H 2.4110 1.3371 -1.7019  0.24
H -0.2242 -1.4611 -1.2480  0.35
C 2.5536 1.3399 -0.6195  -0.67
C 0.4484 -0.2962 0.2742  -0.07
H -0.6952 -1.3495 1.5047  0.24
C -0.7803 -0.9472 0.5786  -0.31
C 1.3248 0.5172 -0.1881  0.04
N -0.8299 -2.0817 -0.3861  -0.81
H 2.5500 2.4043 -0.2916  0.24
O -2.8909 -0.7189 -0.2449  -0.56
S -2.2486 1.3949 1.3404  0.03
H -0.9478 1.3131 1.9053  0.16

two) DFT (ωB97M-V/def2-TZVPD) results for an isolated molecule of C5H7NOS.

Its multiplicity is 1. The gap between HOMO and LUMO comes out at 0.30227 Eh. The SMILES is CC1=COC/C1=N\S.

Each line ends with the natural charge from an NBO analysis.
Cartesian coordinates (Å):
C 0.3978 2.1005 0.7895  0.17
H 1.3958 -0.2290 2.5327  0.22
H -1.9656 0.7711 0.0718  0.21
H -1.2888 0.7226 -1.5793  0.23
N 0.3899 -1.3263 -0.2983  -0.56
O -0.5202 2.2313 -0.2653  -0.49
H -0.1249 -3.2209 -1.3962  0.15
S -0.9916 -2.0868 -1.0598  0.11
H 2.7395 0.8997 2.0360  0.22
C 0.0616 -0.0633 0.0661  0.21
H 0.4345 3.0887 1.3039  0.22
H 2.4533 -0.6080 1.0457  0.25
C 1.9513 0.1726 1.5489  -0.62
C -0.9973 0.8833 -0.4554  -0.16
C 0.8624 0.8064 0.9096  -0.16

three) DFT (ωB97M-V/def2-TZVPD) results for a structure of composition C5H7NOS.

Its multiplicity is 1. The gap between HOMO and LUMO comes out at 0.35256 Eh.

Each line ends with the natural charge from an NBO analysis.
Cartesian coordinates (Å):
C 0.1244 0.8064 -1.2821  -0.20
H 2.1245 -0.5929 -1.1146  0.25
H 0.0985 0.6515 -2.3371  0.21
H -0.0361 -1.3143 2.1736  0.24
O 0.4600 -2.5121 -0.2250  -0.51
C 0.1065 -0.7054 1.2888  -0.36
N -0.9970 0.1737 -0.6259  -0.64
C -0.9705 0.3537 0.9584  -0.26
H -1.9173 0.8427 -0.7691  0.36
S 1.7007 0.4096 1.0193  0.12
C 0.5329 -1.3620 -0.0968  0.61
H 0.3549 1.9574 -0.8959  0.19
C 1.2448 -0.1960 -0.6590  -0.45
H -2.0206 0.0153 1.2938  0.21
H -0.8058 1.4724 1.2715  0.21

four) DFT (ωB97M-V/def2-TZVPD) results for a structure of composition C5H7NOS.

Its multiplicity is 1. The gap between HOMO and LUMO comes out at 0.31549 Eh.

Each line ends with the natural charge from an NBO analysis.
Cartesian coordinates (Å):
H 1.2672 1.6042 -0.1956  0.21
C -0.3207 -0.8325 0.6474  -0.17
H -0.4138 -1.7977 1.1930  0.23
H 0.3473 -0.8950 -1.5219  0.17
H -1.1401 1.2857 -1.4512  0.23
H 1.2378 -0.0254 1.6753  0.37
C -1.5621 -0.1599 0.1076  -0.04
O 1.8969 -1.2259 -0.2113  -0.71
H 2.5541 -0.9126 -0.8231  0.48
C 0.6642 -0.6353 -0.5216  0.08
H -1.3329 2.0021 0.1548  0.25
S -3.0662 -0.6993 0.0269  0.09
C -0.9589 1.1442 -0.3965  -0.50
N 0.3235 0.3256 1.3654  -0.59
C 0.5037 0.8217 -0.0492  -0.09

The structure with the least stability is one).

one) DFT (ωB97M-V/def2-TZVPD) results for the ion C5H8NO with charge +1.

Its multiplicity is 3. The gap between HOMO and LUMO (alpha / beta) comes out at 0.21178 / 0.18864 Eh. Its charge is +1.

Each line ends with the natural charge from an NBO analysis.
Cartesian coordinates (Å):
C 0.3045 0.5971 0.3030  -0.24
O 3.9371 -0.1713 -0.4985  -0.56
C -0.7252 -0.3084 -0.3498  -0.14
C -1.7844 -0.7321 0.5393  -0.39
H -2.6325 -0.0959 -1.4635  0.26
H -1.6202 -0.3048 1.4757  0.22
H -0.4614 -0.9313 -1.2471  0.28
H 0.1493 0.5017 1.4102  0.27
C -2.1440 0.2253 -0.5906  -0.26
H -2.3213 1.1851 -0.1653  0.24
H -2.1196 -1.7528 0.5546  0.28
H 4.7051 -0.3009 0.1198  0.47
N 1.6852 0.3400 0.0561  -0.38
H 0.2387 1.6339 0.0383  0.31
C 2.7888 0.1144 -0.1823  0.64

two) DFT (ωB97M-V/def2-TZVPD) results for the ion C5H8NO with charge +1.

Its multiplicity is 3. The gap between HOMO and LUMO (alpha / beta) comes out at 0.32504 / 0.37226 Eh. Its charge is +1.

Each line ends with the natural charge from an NBO analysis.
Cartesian coordinates (Å):
H -0.6361 -0.0739 -1.4929  0.23
H -1.9627 1.5227 -0.4970  0.22
H 0.1626 -0.6291 1.3644  0.24
O -0.1801 1.9446 0.0784  -0.35
H -1.6050 1.0709 1.1294  0.21
H 0.7973 -1.7449 -0.0465  0.25
C -1.2306 1.0762 0.0671  -0.09
C 0.9824 1.5152 -0.0221  0.49
C -0.8916 -0.3671 -0.4717  -0.43
N 1.4459 0.2413 0.0222  -0.43
C 2.7300 0.0193 -0.2261  0.26
H -1.5791 -1.1932 -0.2912  0.28
H 1.6671 2.2488 -0.0472  0.20
H 2.8609 -1.0426 -0.2650  0.16
C 0.4379 -0.7433 0.3018  -0.24

The structure with the least stability is one).